16
Properties=species:S:1:pos:R:3 method="wB97M-V/def2-TZVPD" e_above_lowest_kj_mol=428.04 e_homo_ev=-6.64 homo_lumo_gap_ev=6.964
C 0.09123 0.49335 -0.83646
C -0.72767 -0.55376 -1.58835
C 1.50978 0.33321 -0.95985
C -0.01906 0.26101 0.79526
C -1.04936 -0.38047 1.46985
O 1.27219 -0.71420 0.62137
O 0.42076 1.48282 1.30382
O 2.56739 0.47922 -1.38424
H 1.77397 -0.77919 1.45039
H 0.26039 1.44539 2.25728
H -0.18238 1.51436 -1.10492
H -0.36325 -1.55799 -1.37643
H -1.74853 -0.48093 -1.20678
H -0.71737 -0.38100 -2.66458
H -1.75265 0.22205 2.02751
H -1.33545 -1.38388 1.19611